Version one
The following is a DFT calculation (the ωB97M-V functional and the def2-TZVPD basis) of a gas-phase ion, C4H11N2 (charge +1).

```
17
Properties=species:S:1:pos:R:3
C 0.57 0.18 -2.29
C -0.01 0.93 -1.07
C -0.09 0.13 0.22
C -1.11 -0.53 0.79
N -0.82 -1.07 2.11
N 1.04 0.24 1.14
H -0.27 -0.26 -2.83
H 1.40 -0.53 -2.17
H 0.91 0.88 -3.07
H 0.41 1.94 -0.87
H -1.11 0.94 -1.25
H -2.12 -0.69 0.30
H -0.80 -2.09 2.17
H -1.59 -0.85 2.72
H 1.56 -0.64 1.03
H 1.52 1.14 1.05
H 0.51 0.28 2.00
```

## Properties
* HOMO: -14.5 eV
* frontier orbital gap: 11.2 eV
* E_LUMO: -3.4 eV
* total charge: +1
* spin multiplicity: 1
* SMILES: CC/C([NH3+])=C/N

Atom charges from the natural (NBO) analysis, given in e for atoms 1 to 2: number 1, C, carries -0.630; number 2, C, carries -0.455


Version two
The following is a DFT calculation (the ωB97M-V functional and the def2-TZVPD basis) of 2 unconnected molecules or ions with the total composition C4H11N2.

```
17
Properties=species:S:1:pos:R:3
C 1.98 1.27 -0.01
C 1.66 -0.23 -0.06
C -0.27 -1.76 -0.12
C -2.29 0.56 0.59
N -1.83 0.96 -0.51
N 0.44 -0.49 -0.34
H 2.75 1.56 -0.77
H 1.18 1.87 -0.35
H 2.19 -1.08 0.23
H -0.76 -1.82 -1.07
H 0.32 -2.67 0.07
H -0.89 -1.55 0.73
H -1.76 0.03 1.27
H -3.20 0.86 1.00
H 2.54 1.37 0.93
H -2.56 1.46 -0.94
H -0.29 0.23 -0.65
```

## Properties
* HOMO: -15.3 eV
* frontier orbital gap: 11.4 eV
* E_LUMO: -3.9 eV
* total charge: +1
* spin multiplicity: 1

Atom charges from the natural (NBO) analysis, given in e for atoms 1 to 2: number 1, C, carries -0.691; number 2, C, carries 0.288


Version three
The following is a DFT calculation (the ωB97M-V functional and the def2-TZVPD basis) of 2 unconnected molecules or ions with the total composition C4H11N2.

```
17
Properties=species:S:1:pos:R:3
C 0.27 -0.90 0.50
C -0.91 -1.24 0.71
C 1.06 1.29 0.46
C 2.18 -0.64 -0.64
N -2.82 0.56 -0.30
N 1.19 -0.08 0.29
H -3.74 0.21 -0.02
H -1.33 -1.94 1.56
H -1.50 -0.98 -0.28
H -2.60 0.44 -1.17
H 0.85 1.66 1.45
H 1.89 1.82 0.11
H 0.29 1.71 -0.19
H 2.20 -1.77 -0.65
H 1.87 -0.32 -1.72
H 3.26 -0.26 -0.50
H -2.16 0.46 0.38
```

## Properties
* HOMO: -13.6 eV
* frontier orbital gap: 9.2 eV
* E_LUMO: -4.4 eV
* total charge: +1
* spin multiplicity: 1

Atom charges from the natural (NBO) analysis, given in e for atoms 1 to 2: number 1, C, carries 0.461; number 2, C, carries -0.467


Going by the energies, version one is most stable and the next is 13.8 kcal/mol up.


Version one
The following is a DFT calculation (the ωB97M-V functional and the def2-TZVPD basis) of a gas-phase ion, C4H11N2 (charge +1).

```
17
Properties=species:S:1:pos:R:3
C 1.73 0.60 0.40
C 1.08 -0.83 0.59
C -0.50 -0.69 0.94
C -2.33 -0.38 -0.63
N -1.13 -0.17 -0.28
N 0.94 1.28 -0.84
H 1.64 1.11 1.38
H 2.64 0.54 -0.20
H 1.51 -1.66 1.16
H 1.15 -1.18 -0.45
H -0.47 0.07 1.72
H -0.94 -1.65 1.16
H -3.05 -0.71 0.13
H -2.64 -0.33 -1.68
H 0.69 2.23 -0.63
H -0.39 0.31 -0.93
H 1.69 1.20 -1.54
```

## Properties
* HOMO: -14.4 eV
* frontier orbital gap: 10.0 eV
* E_LUMO: -4.4 eV
* total charge: +1
* spin multiplicity: 1
* SMILES: C=[NH+]CCCN

Atom charges from the natural (NBO) analysis, given in e for atoms 1 to 2: number 1, C, carries -0.225; number 2, C, carries -0.421


Version two
The following is a DFT calculation (the ωB97M-V functional and the def2-TZVPD basis) of 2 unconnected molecules or ions with the total composition C4H11N2.

```
17
Properties=species:S:1:pos:R:3
C 1.67 0.41 -0.49
C -0.02 -1.86 -0.16
C -2.17 1.32 0.14
C -0.36 -0.53 0.46
N 2.67 0.61 0.32
N -1.30 0.13 -0.16
H 1.65 0.91 -1.37
H 0.17 -1.85 -1.17
H 0.86 -2.31 0.14
H -0.71 -2.54 0.16
H -2.69 1.22 1.01
H -1.50 2.20 0.24
H -2.87 1.37 -0.77
H -0.25 -0.18 1.44
H 3.47 1.24 0.10
H -1.43 -0.24 -1.10
H 2.81 0.11 1.21
```

## Properties
* HOMO: -12.7 eV
* frontier orbital gap: 9.3 eV
* E_LUMO: -3.5 eV
* total charge: +1
* spin multiplicity: 1

Atom charges from the natural (NBO) analysis, given in e for atoms 1 to 2: number 1, C, carries -0.012; number 2, C, carries -0.663


Going by the energies, version one is most stable and the next is 33.8 kcal/mol up.


Version one
The following is a DFT calculation (the ωB97M-V functional and the def2-TZVPD basis) of a single C4H5NO molecule.

```
11
Properties=species:S:1:pos:R:3
C 1.53 -1.22 0.22
C 0.29 -1.08 -0.12
C -1.61 0.57 0.26
C -0.54 -0.15 -0.55
N 1.93 1.30 -0.05
O 2.40 0.25 0.19
H 2.20 -1.99 0.29
H -1.49 0.30 1.32
H -2.69 0.14 -0.08
H -1.60 1.61 0.11
H -0.41 0.27 -1.60
```

## Properties
* HOMO (spin up / spin down): -8.0 / -7.9 eV
* frontier orbital gap (spin up / spin down): 8.0 / 8.0 eV
* E_LUMO (spin up / spin down): 0.1 / 0.1 eV
* total charge: 0
* spin multiplicity: 1

Atom charges from the natural (NBO) analysis, given in e for atoms 1 to 2: number 1, C, carries -0.122; number 2, C, carries -0.055


Version two
The following is a DFT calculation (the ωB97M-V functional and the def2-TZVPD basis) of a single C4H5NO molecule.

```
11
Properties=species:S:1:pos:R:3
N 2.35 -0.08 0.36
C 1.30 0.42 -0.02
C 0.22 1.15 -0.27
C -1.14 0.61 -0.23
C -1.33 -0.68 0.01
O -0.25 -1.47 0.34
H 2.78 -0.79 -0.23
H 0.41 2.15 -0.63
H -1.97 1.27 -0.47
H -2.24 -1.24 -0.16
H -0.13 -1.34 1.30
```

## Properties
* HOMO: -8.0 eV
* frontier orbital gap: 8.9 eV
* E_LUMO: 0.9 eV
* total charge: 0
* spin multiplicity: 1
* SMILES: N=C=C/C=C\O

Atom charges from the natural (NBO) analysis, given in e for atoms 1 to 2: number 1, N, carries -0.648; number 2, C, carries 0.479


Going by the energies, version two is most stable and the next is 105.5 kcal/mol up.


Version one
The following is a DFT calculation (the ωB97M-V functional and the def2-TZVPD basis) of a single C4H5NO molecule.

```
11
Properties=species:S:1:pos:R:3
C 1.48 0.27 -0.10
C 0.06 0.11 0.27
C -0.72 0.34 -0.81
O -1.88 -0.30 -0.72
N -1.96 -0.84 0.54
C -0.84 -0.54 1.16
H 2.17 0.77 0.62
H 1.95 -0.65 -0.43
H 1.18 0.58 -1.17
H -0.68 1.22 -1.45
H -0.76 -0.79 2.21
```

## Properties
* HOMO: -9.5 eV
* frontier orbital gap: 10.4 eV
* E_LUMO: 0.9 eV
* total charge: 0
* spin multiplicity: 1
* SMILES: Cc1cnoc1

Atom charges from the natural (NBO) analysis, given in e for atoms 1 to 2: number 1, C, carries -0.635; number 2, C, carries -0.155


Version two
The following is a DFT calculation (the ωB97M-V functional and the def2-TZVPD basis) of a single C4H5NO molecule.

```
11
Properties=species:S:1:pos:R:3
C -1.64 -0.62 0.45
C -0.36 -0.27 0.34
C 0.18 1.07 -0.06
N 1.61 0.91 -0.26
C 1.78 -0.34 -0.26
O 0.68 -1.13 0.00
H -1.94 -1.62 0.20
H -2.38 0.14 0.67
H -0.48 0.71 -0.91
H -0.14 2.04 0.30
H 2.69 -0.89 -0.47
```

## Properties
* HOMO: -8.5 eV
* frontier orbital gap: 9.4 eV
* E_LUMO: 0.9 eV
* total charge: 0
* spin multiplicity: 1
* SMILES: C=C1CN=CO1

Atom charges from the natural (NBO) analysis, given in e for atoms 1 to 2: number 1, C, carries -0.555; number 2, C, carries 0.291


Version three
The following is a DFT calculation (the ωB97M-V functional and the def2-TZVPD basis) of a single C4H5NO molecule.

```
11
Properties=species:S:1:pos:R:3
C 1.12 -0.54 0.04
C 0.62 0.83 -0.02
C -0.69 1.06 -0.19
C -1.68 -0.03 -0.07
H -0.48 -1.71 0.27
H 1.75 -0.67 -0.69
H 1.60 -0.80 1.00
H 1.22 1.86 0.01
H -1.09 2.09 -0.12
N -2.61 -0.64 0.03
O 0.23 -1.44 -0.26
```

## Properties
* HOMO: -10.2 eV
* frontier orbital gap: 11.0 eV
* E_LUMO: 0.8 eV
* total charge: 0
* spin multiplicity: 1
* SMILES: N#C/C=C\CO

Atom charges from the natural (NBO) analysis, given in e for atoms 1 to 2: number 1, C, carries -0.099; number 2, C, carries -0.125


Version four
The following is a DFT calculation (the ωB97M-V functional and the def2-TZVPD basis) of a molecular structure, C4H5NO.

```
11
Properties=species:S:1:pos:R:3
N -1.99 0.58 -2.56
C -1.19 0.19 -1.82
C -0.20 -0.28 -0.90
C -0.38 -0.02 0.50
C 0.80 -0.25 1.33
O 0.91 1.06 0.73
H 0.83 0.70 -0.43
H 0.28 -1.22 -1.16
H -1.27 0.44 0.94
H 0.71 -0.19 2.41
H 1.53 -0.98 0.98
```

## Properties
* HOMO: -9.1 eV
* frontier orbital gap: 9.7 eV
* E_LUMO: 0.6 eV
* total charge: 0
* spin multiplicity: 1

Atom charges from the natural (NBO) analysis, given in e for atoms 1 to 2: number 1, N, carries -0.353; number 2, C, carries 0.276


Going by the energies, version two is most stable and the next is 2.7 kcal/mol up.